1.
C21H31BeN2O4SSi2 as an isolated structure. Source: the OMol25 dataset; level of theory: ωB97M-V/def2-TZVPD.

HOMO-LUMO gap ... 7.7 eV
E_HOMO ... -5.012 eV
Total charge ... -1

XYZ file:
```
62
Properties=species:S:1:pos:R:3:nbo_charge:R:1
Be -0.68401 0.02009 -0.28685 1.687
C -4.28242 -0.12442 0.97052 -1.117
Si -2.98073 1.21187 1.36364 1.703
C -3.57182 2.04038 3.00210 -1.108
C -3.12966 2.61727 0.07665 -1.109
C -1.21394 0.55272 1.47216 -1.505
C -0.30340 1.57772 1.03646 0.266
C 0.51938 2.40251 1.81706 -0.279
C 1.25190 3.38837 1.21095 -0.128
C 1.18295 3.54536 -0.17663 -0.302
C 0.43708 2.63737 -0.89089 0.100
N -0.28072 1.68852 -0.30736 -0.688
Si -0.68637 -0.46315 2.97066 1.677
C -1.69925 -2.09187 2.91902 -1.107
C 1.17775 -0.83695 2.89222 -1.119
C -0.97739 0.26947 4.73518 -1.103
H -5.26158 0.30741 0.78210 0.220
H -4.38137 -0.82922 1.78893 0.225
H -3.97672 -0.67463 0.08876 0.259
H -4.51243 2.56413 2.85580 0.220
H -2.84950 2.75885 3.37690 0.222
H -3.73213 1.30180 3.77841 0.218
H -4.13628 3.02181 0.01555 0.223
H -2.85488 2.24061 -0.90050 0.241
H -2.45662 3.43547 0.31683 0.224
H 0.54061 2.25604 2.88636 0.217
H 1.88043 4.04512 1.79914 0.206
H 1.73251 4.33005 -0.67320 0.211
H 0.39724 2.66645 -1.97264 0.194
H -1.96047 -2.31992 1.89106 0.239
H -2.62457 -2.01698 3.48342 0.221
H -1.13608 -2.93192 3.31380 0.226
H 1.40504 -1.47637 2.04751 0.258
H 1.55763 -1.30866 3.79245 0.221
H 1.74231 0.07531 2.73396 0.238
H -2.02687 0.47733 4.90659 0.222
H -0.43194 1.19574 4.88720 0.216
H -0.65543 -0.43054 5.50155 0.222
C 3.63921 -1.95708 -6.23739 -0.624
C 3.32346 -1.57172 -4.82136 -0.023
C 2.13225 -0.92285 -4.51772 -0.211
C 1.80067 -0.62795 -3.20464 -0.221
C 2.66122 -0.99548 -2.18702 -0.236
C 3.86333 -1.61181 -2.47608 -0.213
C 4.19570 -1.89642 -3.78927 -0.216
S 2.18862 -0.80351 -0.44748 2.335
O 2.55720 0.53468 -0.04649 -0.980
O 2.88230 -1.88411 0.22726 -0.986
N 0.61453 -0.97165 -0.42758 -1.204
C 0.10861 -2.20512 -0.94540 -0.354
C -1.26998 -1.89656 -1.54527 0.774
O -1.88377 -2.73575 -2.18157 -0.672
O -1.68127 -0.70979 -1.30565 -0.911
H 3.17094 -1.27360 -6.94167 0.211
H 3.25952 -2.95725 -6.43849 0.218
H 4.71407 -1.96379 -6.40781 0.209
H 1.44898 -0.67038 -5.31594 0.206
H 0.86940 -0.14195 -2.95500 0.233
H 4.51221 -1.87466 -1.65364 0.238
H 5.12850 -2.39559 -4.01771 0.201
H -0.00922 -2.95519 -0.14979 0.206
H 0.75526 -2.63560 -1.71915 0.208
```

2.
C39H97BaN6O13Zn as an isolated structure. Source: the OMol25 dataset; level of theory: ωB97M-V/def2-TZVPD.

HOMO-LUMO gap ... 2.4 eV
E_HOMO ... -12.824 eV
Total charge ... +3

XYZ file:
```
157
Properties=species:S:1:pos:R:3:lowdin_charge:R:1
Ba -6.51059 -20.54176 -9.98431 1.958
Zn -6.96158 -21.56294 -6.21432 1.106
C -9.51021 -18.52954 -7.16005 -0.043
C -8.00870 -18.57787 -7.15373 -0.570
C -7.46933 -17.94148 -5.84566 -0.037
O -7.57175 -19.91971 -7.27784 -0.451
H -9.79665 -17.47578 -7.13106 0.074
H -9.98573 -19.08394 -6.34713 0.078
H -10.00105 -18.96823 -8.03687 0.083
H -7.56372 -17.87387 -7.87443 0.111
H -7.72822 -16.88419 -5.83989 0.080
H -6.37685 -17.98130 -5.82774 0.072
H -7.81031 -18.58098 -5.02919 0.076
C -8.41185 -21.21070 -13.00633 -0.055
O -7.96174 -20.18120 -12.11102 -0.450
C -8.89472 -19.07286 -12.03213 -0.192
C -8.40371 -17.97123 -11.06821 -0.205
N -6.94379 -17.76570 -11.04354 -0.102
C -6.49868 -17.30870 -12.38250 -0.164
C -5.07641 -16.77117 -12.54607 -0.179
O -4.17504 -17.84062 -12.74758 -0.216
C -2.97733 -17.45479 -13.37870 -0.094
H -7.72076 -22.05498 -12.92801 0.081
H -8.20187 -20.93845 -14.04348 0.115
H -9.44132 -21.48584 -12.79443 0.108
H -9.88843 -19.43998 -11.74036 0.131
H -9.23815 -18.74195 -13.01854 0.141
H -8.77690 -18.21684 -10.06940 0.093
H -8.90904 -17.04320 -11.35212 0.129
H -6.74676 -16.88851 -10.55372 0.079
H -7.19943 -16.57050 -12.79549 0.135
H -6.69836 -18.15562 -13.04816 0.120
H -4.75543 -16.25688 -11.62883 0.099
H -4.99260 -15.91837 -13.22320 0.143
H -2.35766 -18.28411 -13.71052 0.096
H -2.41285 -16.82332 -12.66501 0.097
H -2.98500 -16.68849 -14.16471 0.101
C -5.69296 -14.20811 -10.30196 -0.099
O -6.99162 -14.41527 -10.84596 -0.216
C -8.06357 -14.51114 -9.90763 -0.205
C -8.13535 -13.22070 -9.06298 -0.162
N -9.25219 -13.30231 -8.10118 -0.059
C -9.22428 -14.52766 -7.30416 -0.225
C -9.98640 -14.33206 -5.98437 -0.224
O -9.96578 -13.04751 -5.43549 -0.157
C -8.70394 -12.54358 -5.07855 -0.098
H -4.95171 -14.39928 -11.07091 0.077
H -5.49014 -14.77481 -9.38348 0.084
H -5.63519 -13.15888 -10.00471 0.094
H -7.78852 -15.39937 -9.32910 0.085
H -8.92134 -14.69453 -10.55099 0.134
H -8.54710 -12.51867 -9.78991 0.137
H -7.25816 -12.95951 -8.46703 0.120
H -9.34369 -12.46446 -7.55565 0.096
H -8.21667 -14.95826 -7.25063 0.095
H -9.89783 -15.24354 -7.79857 0.103
H -9.58648 -15.12584 -5.32182 0.110
H -11.03649 -14.62882 -5.97235 0.119
H -8.07703 -12.24823 -5.93102 0.077
H -8.07493 -13.26437 -4.54280 0.090
H -8.86303 -11.64001 -4.49454 0.103
C -4.49990 -18.04247 -8.44443 -0.085
O -4.33333 -19.10317 -9.35659 -0.377
C -2.99740 -19.42767 -9.73470 -0.151
C -2.96760 -20.63712 -10.73995 -0.154
N -4.12818 -20.64045 -11.64142 -0.167
C -4.20608 -21.82212 -12.49091 -0.187
C -4.51925 -23.17731 -11.84349 -0.186
O -5.70770 -23.09735 -11.05896 -0.350
C -6.25341 -24.38304 -10.79574 -0.076
H -5.38174 -18.25624 -7.83173 0.054
H -4.86743 -17.07605 -8.81968 0.082
H -3.64830 -17.74709 -7.83171 0.107
H -2.45178 -19.75861 -8.85220 0.084
H -2.38793 -18.64812 -10.19464 0.140
H -2.90525 -21.59904 -10.22165 0.115
H -2.09407 -20.64860 -11.40456 0.137
H -4.06896 -19.75348 -12.11514 0.079
H -3.30396 -21.83076 -13.11742 0.142
H -5.00451 -21.53482 -13.18554 0.126
H -3.64895 -23.52461 -11.28712 0.133
H -4.68264 -23.75368 -12.75701 0.143
H -6.88378 -24.65209 -11.64798 0.110
H -7.04297 -24.33131 -10.03181 0.073
H -5.52922 -25.09878 -10.41299 0.111
C -19.58205 -17.13286 -7.81978 -0.125
O -18.26518 -16.91077 -7.40036 -0.196
C -17.76093 -15.58823 -7.49583 -0.228
C -16.72711 -15.29303 -8.56847 -0.199
N -15.33383 -15.64057 -8.24434 -0.068
C -15.14229 -16.99996 -7.74860 -0.182
C -13.74872 -17.07020 -7.09278 -0.229
O -13.72389 -16.47877 -5.78968 -0.152
C -12.58440 -16.97349 -5.10402 -0.124
H -19.92084 -16.37769 -8.53573 0.090
H -20.38773 -17.29566 -7.09775 0.086
H -19.66278 -18.05857 -8.40370 0.082
H -17.27072 -15.50172 -6.51308 0.126
H -18.52310 -14.82350 -7.32346 0.129
H -16.80975 -14.22147 -8.75186 0.119
H -17.08694 -15.81820 -9.46550 0.121
H -14.89697 -15.44459 -9.13596 0.104
H -15.01897 -17.60797 -8.65400 0.120
H -15.85843 -17.27273 -6.98016 0.120
H -13.05835 -16.54928 -7.76452 0.114
H -13.48926 -18.12869 -6.97545 0.094
H -11.70072 -17.26922 -5.67676 0.057
H -12.94156 -17.83675 -4.53116 0.073
H -12.20558 -16.29799 -4.33454 0.091
C -6.46496 -24.30610 -3.86233 -0.037
O -7.31987 -23.70245 -4.84541 -0.264
C -8.07995 -24.65000 -5.59513 -0.167
C -8.85250 -23.83581 -6.64139 -0.142
N -8.82404 -22.38786 -6.38219 -0.138
C -9.56164 -21.82654 -5.21822 -0.162
C -11.06375 -21.79857 -5.36026 -0.229
O -11.63680 -20.97938 -4.37081 -0.140
C -12.97038 -20.66557 -4.70761 -0.105
H -7.09010 -24.74478 -3.08372 0.113
H -5.93340 -23.51577 -3.32919 0.101
H -5.69112 -24.95642 -4.26516 0.107
H -8.71778 -25.20733 -4.90484 0.144
H -7.55990 -25.44606 -6.13639 0.140
H -9.84947 -24.26746 -6.74757 0.142
H -8.39118 -23.93860 -7.62568 0.110
H -9.31660 -21.98404 -7.18011 0.122
H -9.25161 -20.81335 -4.93078 0.118
H -9.23315 -22.42607 -4.36657 0.133
H -11.36287 -22.83476 -5.15050 0.139
H -11.43504 -21.55260 -6.36092 0.133
H -13.49437 -20.03287 -3.99415 0.098
H -13.61093 -21.55616 -4.74480 0.101
H -13.15691 -20.20865 -5.68613 0.079
C -6.57195 -17.31607 -2.49171 -0.143
O -5.55539 -18.25107 -2.33097 -0.178
C -4.29408 -17.70025 -2.04456 -0.215
C -3.29401 -18.26320 -3.06884 -0.210
N -2.85430 -19.63966 -2.79051 -0.058
C -1.97710 -20.27562 -3.80540 -0.198
C -0.78395 -19.53463 -4.39273 -0.195
O -0.43505 -20.17105 -5.60328 -0.160
C -1.30882 -19.96798 -6.66591 -0.153
H -7.51328 -17.78654 -2.76963 0.076
H -6.38286 -16.55118 -3.26801 0.082
H -6.74123 -16.61728 -1.66182 0.099
H -4.01501 -17.85037 -0.99728 0.132
H -4.18678 -16.61390 -2.15101 0.125
H -2.45123 -17.60763 -3.30702 0.109
H -3.94003 -18.28133 -3.95619 0.108
H -2.22306 -19.49516 -2.00273 0.112
H -2.65967 -20.66736 -4.56363 0.092
H -1.65634 -21.15138 -3.23766 0.124
H 0.06733 -19.53304 -3.71191 0.137
H -0.96733 -18.47285 -4.60753 0.112
H -1.73176 -18.95477 -6.71352 0.083
H -2.17931 -20.63764 -6.64672 0.070
H -0.71088 -20.12630 -7.56353 0.096
```

Ordered ΔE to the lowest compared entry with this formula, charge and spin results: 7.4 0.0; unit kcal per mole.
Ordered largest force on an atom results: 1.5 2.8; unit eV/A.